<i>
{
  "formula": "C4H9N3O2",
  "method": "ωB97M-V with the def2-TZVPD basis set",
  "species": ["C", "C", "N", "O", "O", "H", "H", "H", "H", "H", "C", "C", "N", "N", "H", "H", "H", "H"],
  "positions_angstrom": [[0.64743, -0.75553, -0.83564], [1.59090, 0.35030, -0.78995], [0.63666, -1.55579, 0.35412], [1.72128, 0.98841, -1.98375], [2.08704, 0.79832, 0.23056], [2.32120, 1.73653, -1.84444], [1.01345, -2.48947, 0.23986], [1.11374, -1.07396, 1.11212], [-0.65285, -0.20398, -0.60600], [0.60940, -1.31834, -1.76103], [-1.25519, 2.09316, 0.43283], [-1.40147, -1.24060, 1.02586], [-1.62870, 1.02924, 1.00721], [-1.62648, -0.15275, 0.30410], [-1.28025, 3.01179, 1.00326], [-1.28349, -1.16481, 2.10058], [-1.72697, -2.18098, 0.60421], [-0.88571, 2.12848, -0.59391]]
}

<ii>
{
  "formula": "C4H9N3O2",
  "method": "ωB97M-V with the def2-TZVPD basis set",
  "species": ["C", "C", "N", "C", "N", "C", "O", "N", "O", "H", "H", "H", "H", "H", "H", "H", "H", "H"],
  "positions_angstrom": [[-3.47321, -0.27426, -1.40208], [2.15424, -0.87885, 1.71849], [-2.44159, 0.54399, -0.88183], [2.35924, 0.08405, -0.50584], [1.65770, -0.09036, 0.62143], [-1.86988, 0.78383, 0.13863], [1.66876, 0.84500, -1.39771], [-1.03131, 1.00968, 0.98893], [3.46223, -0.34988, -0.74058], [2.20959, 0.95044, -2.19220], [0.72200, 0.30650, 0.67880], [-1.06052, 1.76617, 1.64492], [-3.55586, -0.05998, -2.46767], [-4.43049, -0.05904, -0.91949], [-3.23917, -1.33309, -1.26729], [2.21838, -0.27523, 2.62602], [1.50173, -1.73413, 1.90581], [3.14815, -1.23485, 1.45164]],
  "smiles": "CNC(=O)O.CN=C=N"
}

Which structure is most stable? <ii>, by 0.1119 hartree over the runner-up.

<i>
{
  "formula": "H8O4",
  "method": "ωB97M-V with the def2-TZVPD basis set",
  "species": ["O", "H", "H", "O", "H", "H", "O", "H", "H", "O", "H", "H"],
  "positions_angstrom": [[-0.98790, 3.06436, 2.23697], [-0.62582, 3.87104, 1.86189], [-0.84969, 2.39579, 1.55474], [1.55532, -2.05853, 0.79648], [2.45575, -1.80360, 0.58012], [1.04137, -1.89603, -0.00840], [-0.86719, 1.27131, -0.14116], [-0.50973, 0.52099, -0.62499], [-1.80635, 1.27453, -0.35042], [0.08663, -2.10394, -1.60864], [0.55775, -2.90528, -1.86150], [-0.05014, -1.63064, -2.43510]],
  "smiles": "O.O.O.O"
}

<ii>
{
  "formula": "H8O4",
  "method": "ωB97M-V with the def2-TZVPD basis set",
  "species": ["O", "H", "H", "O", "H", "H", "O", "H", "H", "O", "H", "H"],
  "positions_angstrom": [[2.41517, -0.19433, 1.19960], [1.93002, -0.21806, 0.37479], [2.05089, 0.55498, 1.67082], [0.82817, -0.80599, -1.67834], [0.30105, -0.19789, -1.16008], [1.26944, -0.25228, -2.32248], [-0.18342, 1.13555, -0.07290], [-0.82015, 0.55274, 0.34077], [-0.63504, 1.97700, -0.13786], [-2.30866, -0.47492, 0.52068], [-2.63484, -0.85568, 1.33608], [-2.21263, -1.22113, -0.07108]],
  "smiles": "O.O.O.O"
}

Which structure is most stable? <ii>, by 0.0078 hartree over the runner-up.